# C32H41BF5N5O3PbS

A molecular structure, C32H41BF5N5O3PbS at a distorted geometry (ωB97M-V/def2-TZVPD, the Open Molecules 2025 dataset).

Multiplicity: 1
Net charge: +2
Electronic energy (Eh): -2858.10498
LUMO level (eV): -9.8

CARTESIAN COORDINATES (ANGSTROEM)
C (-4.93682, 3.62808, 1.76555)
C (-5.14848, 2.12592, 1.95098)
O (-6.12540, 1.72782, 2.54958)
N (-4.23274, 1.16182, 1.43247)
C (-4.72434, -0.21623, 1.54489)
C (-3.68255, 1.48450, 0.14369)
C (-4.38500, 1.57616, -1.05420)
B (-5.95424, 1.27655, -1.12578)
O (-6.86966, 1.94505, -0.37514)
N (-6.44405, 0.20828, -2.03452)
C (-5.48444, -0.88697, -2.17494)
C (-6.76964, 0.82940, -3.33797)
C (-3.76100, 1.93143, -2.25878)
C (-2.39624, 2.18138, -2.28397)
C (-1.69508, 2.06993, -1.08954)
C (-2.29244, 1.73127, 0.11362)
N (-1.51662, 1.64900, 1.28500)
C (-0.39692, 0.82266, 1.17435)
C (-0.13704, -0.19337, 2.09988)
N (-1.09757, -0.30119, 3.14761)
C (0.98822, -1.03049, 1.98130)
C (1.16067, -2.14424, 3.00567)
C (2.10693, -1.80650, 4.21590)
C (3.01049, -0.56641, 4.03408)
C (2.41000, 0.68162, 4.72131)
F (1.07263, 0.59589, 4.91196)
F (2.95651, 0.74604, 5.97263)
C (2.77600, 2.01753, 4.03215)
F (2.44234, 3.00969, 4.88688)
F (2.05806, 2.24441, 2.92229)
F (4.08427, 2.14790, 3.80940)
C (1.87829, -0.83180, 0.90668)
C (3.07449, -1.82437, 0.77085)
C (4.53378, -1.24798, 0.55600)
C (5.14305, -1.99041, -0.70688)
C (5.84396, -1.11332, -1.80715)
N (5.25099, -1.32763, -3.15585)
C (4.82201, -2.46085, -3.72811)
C (4.33542, -2.30276, -5.03192)
C (4.49447, -0.85996, -5.24767)
C (5.03347, -0.33433, -4.09922)
C (1.63781, 0.20738, -0.02262)
C (2.55353, 0.48339, -1.19362)
C (2.48739, -0.63961, -2.22122)
O (1.03358, -0.98377, -2.38798)
C (0.50960, 1.00219, 0.13568)
S (0.08353, 2.33294, -0.99383)
H (-4.03097, 3.79701, 1.15900)
H (-4.81413, 4.12646, 2.73507)
H (-5.78226, 4.05859, 1.21485)
H (-4.77307, -0.45503, 2.61970)
H (-3.98588, -0.89789, 1.10123)
H (-5.74699, -0.36132, 1.16372)
H (-7.69997, 1.45853, -0.50717)
H (-4.71092, -0.62477, -2.93254)
H (-4.94226, -1.12146, -1.24967)
H (-5.95121, -1.81284, -2.55367)
H (-7.70514, 0.45847, -3.77983)
H (-6.79304, 1.92538, -3.20769)
H (-5.97592, 0.64485, -4.09020)
H (-4.31193, 2.03052, -3.19302)
H (-1.85050, 2.46351, -3.18638)
H (-2.07230, 1.43745, 2.11095)
H (-1.90853, -0.84552, 2.86181)
H (-0.70804, -0.75094, 3.96718)
H (0.17773, -2.43987, 3.39526)
H (1.55647, -3.03414, 2.49640)
H (2.77781, -2.67188, 4.34313)
H (1.51476, -1.78217, 5.14067)
H (3.32529, -0.37083, 3.00284)
H (3.93349, -0.76921, 4.59979)
H (3.11486, -2.50471, 1.62891)
H (2.80517, -2.46911, -0.08851)
H (4.60984, -0.15691, 0.53760)
H (5.13810, -1.56721, 1.41843)
H (4.40331, -2.60715, -1.22454)
H (5.91810, -2.68491, -0.35021)
H (5.86226, -0.03818, -1.59268)
H (6.90268, -1.41060, -1.87191)
H (4.81882, -3.45866, -3.28798)
H (3.96114, -3.04486, -5.73165)
H (4.22172, -0.33905, -6.16268)
H (5.23381, 0.73133, -4.01149)
H (3.57461, 0.66515, -0.86159)
H (2.23025, 1.38968, -1.73169)
H (2.85602, -0.36698, -3.22090)
H (2.99569, -1.54412, -1.89575)
H (0.92103, -1.93639, -2.16991)
Pb (1.17891, -1.87623, -4.33438)